12
Properties=species:S:1:pos:R:3:forces:R:3 method="wB97M-V/def2-TZVPD" e_lumo_ev=-4.36 e_tot_ha=-682.8184 charge=+1
C -1.116170 -0.094005 0.353124 4.24 -0.23 -2.80
C 0.845302 -0.720021 -0.041037 -3.99 1.48 4.23
N 1.260462 0.555414 -0.547691 3.61 -0.61 2.62
O -1.104758 1.270013 0.224620 0.08 0.08 1.57
O -1.617220 -0.835216 1.261383 -4.51 -0.65 1.91
S -1.667182 0.537646 -1.228359 -0.67 -0.55 -0.56
H 0.585052 -1.588249 -0.561091 0.41 -0.72 -1.58
H 1.331761 -0.857647 0.926935 -0.30 -0.41 -0.25
H 1.149989 0.562476 -1.501253 -0.62 0.99 -3.00
H 2.285515 0.718104 -0.302473 -1.36 -0.21 -0.73
H 0.745390 1.239801 0.017249 -0.63 0.70 -0.77
H -2.698141 -0.788317 1.398594 3.76 0.11 -0.65

8
Properties=species:S:1:pos:R:3:forces:R:3 method="wB97M-V/def2-TZVPD" e_lumo_ev=-1.78 e_tot_ha=-428.4068 smiles="O=NC(N=O)N=O"
C 0.078397 -0.221218 -0.078409 -0.48 1.50 2.20
N 0.295278 1.347740 0.493321 0.32 0.75 -1.55
N -1.209224 -0.442241 0.535339 -0.80 -0.64 1.24
N 1.001688 -1.037790 0.648406 0.86 -0.49 0.18
O 0.208795 2.121469 -0.396666 0.05 -1.44 1.42
O -2.111176 -0.063979 -0.143724 -0.37 0.19 -0.46
O 1.852182 -1.605013 0.022194 -0.32 0.33 -0.23
H -0.115940 -0.098967 -1.080464 0.74 -0.20 -2.80

12
Properties=species:S:1:pos:R:3:forces:R:3 method="wB97M-V/def2-TZVPD" e_lumo_ev=0.26 e_tot_ha=-265.4143 smiles=CN1C[C@H]1C#N
C 1.443840 0.396272 -0.466124 0.17 0.11 -0.07
N 0.181625 -0.257203 -0.771166 0.08 -0.05 -0.20
C -1.047547 0.508420 -0.636722 -0.21 0.23 -0.12
C -0.624243 -0.462517 0.378054 -0.10 0.02 -0.06
C -1.128988 -1.737162 0.924792 0.66 1.05 1.30
N -1.057554 -1.965349 2.060109 -1.01 -2.01 -0.30
H 2.183684 -0.369231 -0.208068 -0.12 0.14 -0.10
H 1.361447 1.090375 0.388936 -0.01 -0.05 -0.23
H 1.784534 0.942061 -1.346899 0.05 -0.02 0.08
H -1.822958 0.319615 -1.367453 0.08 -0.08 0.04
H -0.991052 1.517733 -0.227449 0.01 0.04 -0.44
H -0.282788 0.016986 1.271989 0.39 0.61 0.09

18
Properties=species:S:1:pos:R:3:forces:R:3 method="wB97M-V/def2-TZVPD" e_lumo_ev=-3.58 e_tot_ha=-687.2216 charge=+1
C -0.225766 -1.402425 1.643058 0.09 -0.11 -0.32
C -0.334819 -0.097376 1.589660 1.04 0.37 -4.96
C 0.062084 0.179282 -0.445754 -0.98 -1.17 5.13
C -0.586044 1.110969 2.345198 -0.20 0.35 0.49
C 0.047949 1.485734 -1.065310 0.11 0.30 -0.62
C 0.633581 -1.365934 -2.237939 0.29 -0.11 -0.91
N 0.280590 -1.003915 -0.871843 -0.23 0.48 0.70
S 0.172279 -2.337171 0.230726 -0.02 0.00 0.02
H -0.363319 -2.007818 2.527341 0.00 -0.05 0.20
H 0.131341 1.888356 2.080705 0.00 -0.01 0.04
H -1.593045 1.486613 2.154115 0.03 0.02 0.03
H -0.485274 0.911209 3.413924 -0.04 0.02 0.01
H -0.974870 1.872429 -1.054240 -0.01 -0.06 -0.03
H 0.639486 2.178679 -0.465761 0.07 -0.03 0.01
H 0.423690 1.477962 -2.088910 -0.02 0.08 -0.03
H -0.065727 -0.907663 -2.938173 -0.01 -0.08 0.13
H 1.643833 -1.020857 -2.469329 -0.10 -0.07 0.13
H 0.594030 -2.448073 -2.347469 -0.02 0.08 -0.02

86
Properties=species:S:1:pos:R:3:forces:R:3 method="wB97M-V/def2-TZVPD" spin_multiplicity=4 e_lumo_ev="-1.34 / -1.57" e_tot_ha=-5417.6407
Cr -0.110785 0.131989 0.540939 -0.91 0.25 0.19
S -0.029329 -0.279034 2.863792 0.20 -0.12 -0.13
C 1.699346 -0.152107 2.905633 0.23 0.19 0.39
N 2.308523 -0.227104 4.091596 -0.20 0.02 -0.33
N 3.579486 0.106271 4.222602 0.14 0.05 -0.23
C 4.372053 1.137142 3.647325 -0.15 -0.18 0.07
C 5.738821 1.060632 3.887642 0.13 -0.09 -0.02
C 6.587918 2.060644 3.437584 -0.01 -0.02 0.03
C 6.078310 3.155778 2.757931 -0.05 0.00 -0.01
C 4.706640 3.241905 2.545217 0.04 0.01 -0.04
C 3.851281 2.243817 2.980320 -0.10 -0.06 0.05
N 2.474040 -0.140659 1.796145 -0.08 -0.04 0.03
N 1.859177 -0.203254 0.674329 1.05 -0.09 -0.18
C 2.770982 -0.384655 -0.429499 -0.14 0.01 0.20
C 2.331505 -1.049639 -1.565197 -0.06 -0.16 0.05
C 3.200416 -1.242016 -2.627848 0.02 -0.01 0.01
C 4.497715 -0.756266 -2.569094 0.01 0.01 0.03
C 4.928438 -0.073508 -1.436097 0.01 0.00 -0.04
C 4.073306 0.109155 -0.363551 -0.05 0.09 0.07
H 3.997034 -0.357188 5.012701 0.00 0.15 0.18
H 6.139660 0.205525 4.423144 -0.01 0.04 -0.05
H 7.651812 1.979498 3.622304 -0.03 -0.01 0.00
H 6.738977 3.935508 2.401991 -0.02 -0.01 0.01
H 4.290160 4.098994 2.029572 0.01 -0.03 0.01
H 2.790155 2.341368 2.799018 -0.05 -0.08 -0.06
H 1.321450 -1.432917 -1.610469 0.00 -0.04 -0.01
H 2.858475 -1.781502 -3.500384 -0.02 -0.01 -0.01
H 5.173876 -0.913517 -3.400216 -0.02 0.03 0.02
H 5.936565 0.321022 -1.388229 -0.04 -0.03 0.01
H 4.396026 0.643632 0.519856 0.01 -0.02 0.01
N -7.077103 -0.835854 -6.877659 0.08 0.01 0.09
C -6.323194 -0.683784 -6.023114 0.09 0.02 0.13
C -5.374330 -0.476930 -4.950584 -0.17 0.10 -0.17
C -4.521545 -1.502535 -4.562914 0.03 -0.11 0.01
C -3.599644 -1.287223 -3.550766 0.05 -0.14 0.00
C -3.529642 -0.052595 -2.920950 0.01 0.09 0.06
C -4.394715 0.969759 -3.302734 -0.02 -0.01 0.00
C -5.312980 0.763933 -4.317238 0.00 -0.01 0.01
C -2.515578 0.185391 -1.851193 0.06 0.08 -0.10
C -1.231843 0.511545 -2.264857 -0.08 -0.10 0.19
C -0.845227 0.885723 -3.578229 0.10 0.05 -0.12
C 0.409723 1.439698 -3.483375 -0.02 -0.01 -0.04
C 0.768184 1.366121 -2.120540 -0.08 0.00 0.08
N -0.182695 0.795981 -1.388407 -0.01 -0.06 -0.33
C -2.962230 0.162587 -0.523579 -0.03 -0.01 0.16
C -4.294391 -0.007246 -0.086376 -0.01 0.03 -0.05
C -4.288377 0.112626 1.291227 0.06 0.06 0.07
C -2.948526 0.325931 1.655714 -0.08 -0.13 -0.01
N -2.145259 0.370394 0.586357 -0.09 -0.01 -0.04
H -4.580983 -2.464044 -5.054152 0.02 0.00 0.01
H -2.933058 -2.084603 -3.243631 0.00 0.02 -0.01
H -4.337096 1.930196 -2.804694 -0.01 -0.02 -0.03
H -5.981821 1.555667 -4.625776 0.01 0.01 0.00
H -1.454943 0.786940 -4.463812 0.02 0.01 0.06
H 1.016211 1.849367 -4.275628 -0.04 0.00 0.04
H 1.687720 1.714792 -1.671519 -0.01 -0.05 -0.02
H -5.143425 -0.198859 -0.725348 0.04 0.02 0.03
H -5.127904 0.034263 1.965621 0.06 -0.02 -0.04
H -2.548864 0.428990 2.656740 -0.03 -0.02 -0.07
S 0.406316 2.604165 1.032606 -0.04 -0.17 0.04
C -0.786020 2.947928 2.221835 -0.09 -0.13 -0.03
N -2.053178 3.169697 1.804977 -0.02 0.11 -0.01
C -3.106044 3.415219 2.613452 0.04 0.04 -0.15
C -2.918785 3.474623 3.959314 0.03 0.00 0.15
C -1.625536 3.258729 4.457806 0.00 0.00 0.05
C -0.579199 2.997624 3.608205 0.10 0.03 0.00
H -2.197835 3.068585 0.806818 -0.03 -0.01 -0.03
H -4.062888 3.548797 2.131162 0.03 -0.03 -0.03
H -3.754114 3.670035 4.614516 0.01 0.00 -0.01
H -1.453787 3.282676 5.526999 0.00 0.00 -0.04
H 0.418353 2.806880 3.975481 -0.03 -0.01 0.02
F -1.985440 -2.589051 2.589903 -0.13 0.04 0.08
C -2.053885 -3.304325 1.472380 0.20 -0.03 -0.09
F -3.061886 -2.854072 0.727057 -0.07 -0.08 0.12
F -2.260546 -4.575918 1.788528 -0.13 0.02 0.06
S -0.482218 -3.182110 0.515222 -0.29 -0.21 -0.26
O -0.558344 -1.808367 -0.046160 0.31 0.11 0.10
O 0.603789 -3.453311 1.399740 0.00 0.12 -0.10
N -0.851618 -4.178402 -0.614747 0.49 0.38 -0.23
S -0.068315 -5.484347 -1.097251 -0.39 -0.23 0.40
O 0.568593 -6.207555 -0.041460 -0.03 0.08 -0.09
O -0.910587 -6.156053 -2.035097 0.08 0.06 0.00
C 1.322763 -4.830438 -2.104295 -0.09 0.22 0.19
F 1.850898 -5.807727 -2.824181 0.14 -0.13 -0.07
F 2.261751 -4.318285 -1.304193 -0.02 0.08 -0.15
F 0.899227 -3.870739 -2.936228 0.07 0.08 -0.04

26
Properties=species:S:1:pos:R:3:forces:R:3 method="wB97M-V/def2-TZVPD" e_lumo_ev=0.13 e_tot_ha=-721.5014 smiles="C[N+](=O)[O-].C[N+](=O)[O-].CO.CO"
C 1.358957 -3.097814 1.989856 -1.51 0.04 -1.10
O 2.244563 -2.268896 2.677418 0.75 -0.04 0.31
H 1.428752 -4.180250 2.097408 0.68 -0.08 0.48
H 0.335581 -2.837370 2.260016 -0.02 0.04 0.12
H 1.437579 -2.884091 0.923916 -0.17 -0.16 -0.19
H 2.883245 -2.009695 2.009212 0.29 0.21 0.35
C 2.801382 0.330468 -1.170575 -1.13 1.33 -0.33
O 4.060254 -0.124764 -0.794619 0.44 -1.07 0.45
H 2.014435 -0.423389 -1.147884 0.62 -0.58 -0.04
H 2.379618 1.095583 -0.518798 0.32 0.23 0.46
H 2.774804 0.798048 -2.154831 0.19 -0.21 -0.34
H 4.775602 0.499689 -0.935778 -0.42 0.26 -0.15
C -2.742426 1.952422 -2.096959 -0.55 0.48 -0.05
N -2.753441 0.457017 -1.953598 1.33 0.42 0.19
O -3.363859 -0.010740 -1.019642 -0.41 -0.19 0.14
O -2.039573 -0.167640 -2.716217 -0.66 0.32 0.11
H -3.157761 2.173122 -3.080273 0.47 0.02 -0.03
H -1.737607 2.338265 -1.925038 0.07 -0.43 -0.48
H -3.376910 2.444319 -1.359695 -0.17 -0.59 0.08
C -1.718180 1.232066 1.672566 0.29 0.43 -0.93
N -0.828459 0.383482 0.810994 -0.70 -3.79 2.60
O -0.821458 -0.832746 1.112688 0.07 2.13 -0.65
O -0.219225 0.850882 -0.095755 0.44 1.10 -1.05
H -2.090628 0.709538 2.553669 0.29 -0.15 -0.42
H -2.501369 1.446674 0.945470 -0.32 0.32 0.47
H -1.143879 2.125819 1.916450 -0.20 -0.04 -0.01

72
Properties=species:S:1:pos:R:3:forces:R:3 method="wB97M-V/def2-TZVPD" e_lumo_ev=0.50 e_tot_ha=-3455.2634 smiles="C[PH](S)(Cl)CCC(F)=C(F)F.CCOP(=O)(OCC)OCC.CCOP(=O)(OCC)OCC"
C -0.884525 4.636857 -4.196794 -0.64 -0.34 -0.52
P -0.844633 6.389195 -3.737801 -0.02 -0.27 0.81
S -0.021987 5.956285 -1.670215 0.23 0.10 0.15
Cl -1.469723 6.952349 -5.813696 0.05 0.11 -0.18
C -2.355113 7.167426 -3.043608 0.01 0.12 0.02
C -3.515809 6.176304 -3.178687 0.45 -0.75 0.72
C -4.775923 6.721457 -2.608287 -0.37 -0.25 -0.37
F -4.720082 7.298770 -1.393420 0.30 0.55 -0.24
C -5.946281 6.673603 -3.225742 -0.17 0.08 -0.03
F -6.978305 7.465412 -2.975924 0.06 -0.68 0.23
F -6.209620 5.787201 -4.180934 0.09 0.71 -0.21
H -1.714881 4.493055 -4.886939 0.02 0.11 -0.08
H -1.057702 3.981367 -3.349176 0.29 0.11 0.15
H 0.008455 4.357096 -4.751814 0.18 0.14 0.18
H 0.265820 7.199570 -3.921575 -0.06 0.03 -0.20
H 0.006431 4.620526 -1.615124 -0.05 -0.01 -0.13
H -2.147607 7.344983 -1.992815 -0.08 0.05 0.02
H -2.546908 8.123135 -3.528975 -0.02 -0.13 -0.25
H -3.643601 5.860702 -4.211672 -0.27 0.24 -0.08
H -3.226898 5.272313 -2.624778 -0.03 0.02 0.04
O -1.430670 0.903422 -1.116863 1.71 -0.43 0.55
P -1.682282 -0.457388 -1.605666 -3.82 -0.15 -1.02
O -1.770516 -0.536866 -3.191363 0.54 -0.17 0.04
C -0.638877 -0.123166 -3.968997 0.27 0.12 -0.23
C 0.489124 -1.136723 -3.958844 -0.04 -0.09 0.20
O -3.210060 -0.834550 -1.271024 0.28 -0.10 0.15
C -4.025937 0.006373 -0.454523 -0.26 0.15 0.08
C -4.905077 0.899061 -1.303892 0.00 -0.04 -0.17
O -1.042352 -1.856973 -1.240135 1.41 0.73 0.44
C -0.295151 -2.002710 -0.007419 0.10 -0.05 0.25
C -1.177022 -1.842037 1.212166 -0.21 0.11 -0.04
H -0.294757 0.849517 -3.606710 -0.01 -0.01 0.01
H -1.001329 0.010990 -4.987053 -0.16 -0.01 0.06
H 0.942568 -1.219371 -2.969989 0.03 0.03 -0.02
H 1.266937 -0.842228 -4.663811 -0.03 0.03 -0.02
H 0.117701 -2.124564 -4.230878 0.00 0.02 -0.06
H -3.414413 0.597151 0.227914 0.10 0.02 -0.11
H -4.642174 -0.659633 0.152288 0.04 -0.06 -0.05
H -4.302555 1.483091 -2.000543 0.06 0.05 0.09
H -5.480541 1.582487 -0.677928 0.01 -0.01 0.02
H -5.598242 0.298959 -1.894575 -0.01 0.00 0.02
H 0.523696 -1.280535 0.007321 -0.04 0.03 -0.04
H 0.145295 -2.996694 -0.038211 -0.08 -0.03 -0.14
H -1.550194 -0.819336 1.300252 0.08 0.02 -0.01
H -0.611010 -2.073302 2.114565 0.03 -0.02 -0.02
H -2.043644 -2.500911 1.153995 0.06 -0.09 0.00
O 3.175737 -4.500518 2.549051 -0.49 -1.67 0.66
P 3.503189 -4.007646 3.891167 1.68 3.56 -0.47
O 2.486462 -2.902523 4.413118 -0.25 -0.43 0.24
C 1.095860 -3.229577 4.538837 -0.34 -0.06 0.05
C 0.804102 -4.099451 5.746236 0.17 -0.09 0.02
O 4.812071 -3.079416 3.779876 -0.03 -0.30 0.12
C 5.562557 -2.984869 2.568626 0.16 0.15 -0.23
C 5.172988 -1.750088 1.784801 -0.11 0.11 0.09
O 3.897752 -4.750632 5.232824 -0.85 -1.34 -0.47
C 4.354022 -6.123215 5.182166 0.13 -0.22 -0.02
C 5.680562 -6.254238 4.464726 0.04 0.18 -0.11
H 0.751675 -3.711238 3.619430 0.06 0.00 -0.02
H 0.570095 -2.280344 4.633809 0.13 0.07 -0.03
H 1.235128 -5.095294 5.633086 -0.04 -0.01 -0.01
H -0.272209 -4.210115 5.880359 -0.01 0.04 -0.03
H 1.231553 -3.658863 6.646748 -0.05 0.04 0.00
H 5.441074 -3.884552 1.964840 -0.15 -0.01 0.03
H 6.612389 -2.927533 2.861898 -0.03 0.00 0.08
H 4.099921 -1.739629 1.590678 0.01 -0.10 -0.06
H 5.703229 -1.714520 0.832156 0.01 -0.01 0.01
H 5.411916 -0.849317 2.351325 0.03 0.00 -0.01
H 3.590500 -6.741472 4.705235 -0.02 0.06 -0.02
H 4.440670 -6.447014 6.217031 -0.03 0.15 0.05
H 5.580616 -6.016012 3.403787 -0.05 -0.04 0.01
H 6.054147 -7.274809 4.547425 -0.02 -0.01 0.03
H 6.414368 -5.568788 4.888666 0.01 -0.05 0.08